Record 1
Density functional theory data (ωB97M-V with the def2-TZVPD basis set) for an isolated molecule of C10H11P.

Each atom is followed by the atoms it is bonded to, with distances in Å.
Element x y z (Å)
1 H -2.831 -2.505 0.079  P2 1.484
2 P -1.361 -2.592 -0.107  H1 1.484, C3 1.738
3 C -0.921 -0.914 -0.022  P2 1.738, C4 1.567, C7 1.432
4 C -1.851 0.347 -0.057  C3 1.567, C5 1.341, C6 1.497
5 C -2.337 0.822 -1.213  C4 1.341, H13 1.175, H14 1.027
6 C -1.955 1.040 1.265  C4 1.497, H15 1.028, H16 1.094, H17 0.997
7 C 0.473 -0.601 -0.119  C3 1.432, C8 1.373, C12 1.411
8 C 0.839 0.624 -0.619  C7 1.373, C9 1.376, H18 1.073
9 C 2.174 0.956 -0.584  C8 1.376, C10 1.357, H19 1.134
10 C 3.123 0.138 -0.062  C9 1.357, C11 1.393, H20 1.041
11 C 2.758 -1.130 0.384  C10 1.393, C12 1.371, H21 1.057
12 C 1.455 -1.540 0.264  C7 1.411, C11 1.371, H22 1.075
13 H -3.144 1.676 -1.210  C5 1.175
14 H -2.016 0.490 -2.130  C5 1.027
15 H -2.208 0.299 1.931  C6 1.028
16 H -2.570 1.945 1.293  C6 1.094
17 H -1.098 1.459 1.553  C6 0.997
18 H 0.226 1.241 -1.248  C8 1.073
19 H 2.446 1.976 -0.996  C9 1.134
20 H 4.101 0.482 0.025  C10 1.041
21 H 3.481 -1.850 0.660  C11 1.057
22 H 1.215 -2.361 0.915  C12 1.075

Values from the calculation:
Structure (SMILES): [H]/P=C(\C(=C)C)c1ccccc1
Energy relative to the best compared isomer or geometry (same formula, charge and spin) (eV): 2.3478
HOMO energy (eV): -8.28
Maximum force (eV/Å): 4.4
Total energy (eV): -19834.09768

Record 2
Density functional theory data (ωB97M-V with the def2-TZVPD basis set) for an isolated molecule of C10H11PS.

Each atom is followed by the atoms it is bonded to, with distances in Å.
Element x y z (Å)
1 S 0.720 -3.114 1.506  P2 1.967
2 P 0.620 -1.305 0.741  S1 1.967, C3 1.887, C9 1.859, C12 1.874
3 C -1.067 -0.616 0.249  P2 1.887, C4 1.366, C8 1.417
4 C -2.167 -1.228 0.778  C3 1.366, C5 1.407, H13 1.153
5 C -3.440 -0.712 0.473  C4 1.407, C6 1.399, H14 1.119
6 C -3.465 0.285 -0.508  C5 1.399, C7 1.426, H15 1.094
7 C -2.334 0.868 -1.152  C6 1.426, C8 1.389, H16 1.102
8 C -1.102 0.324 -0.810  C3 1.417, C7 1.389, H17 1.113
9 C 1.823 -0.946 -0.630  P2 1.859, C10 1.363, H18 1.013
10 C 2.605 0.088 -0.208  C9 1.363, C11 1.449, H19 1.089
11 C 2.256 0.883 0.952  C10 1.449, C12 1.503, H20 1.087, H21 1.091
12 C 1.370 0.032 1.818  P2 1.874, C11 1.503, H22 1.081, H23 1.044
13 H -2.168 -2.032 1.604  C4 1.153
14 H -4.401 -1.145 0.848  C5 1.119
15 H -4.410 0.799 -0.711  C6 1.094
16 H -2.407 1.562 -2.004  C7 1.102
17 H -0.160 0.571 -1.349  C8 1.113
18 H 2.134 -1.666 -1.272  C9 1.013
19 H 3.530 0.230 -0.765  C10 1.089
20 H 3.168 1.292 1.380  C11 1.087
21 H 1.675 1.744 0.621  C11 1.091
22 H 2.041 -0.473 2.500  C12 1.081
23 H 0.667 0.640 2.293  C12 1.044

Values from the calculation:
Structure (SMILES): S=[P@]1(c2ccccc2)C=CCC1
Energy relative to the best compared isomer or geometry (same formula, charge and spin) (eV): 0.0508
HOMO energy (eV): -8.45
Maximum force (eV/Å): 5.1
Total energy (eV): -30671.85632

Record 3
Density functional theory data (ωB97M-V with the def2-TZVPD basis set) for an isolated ion of composition C10H12BrN2 and charge +1.

Each atom is followed by the atoms it is bonded to, with distances in Å.
Element x y z (Å)
1 C 2.735 -1.000 0.056  C2 1.349, C3 1.425, H14 1.078
2 C 1.534 -1.608 0.154  C1 1.349, C6 1.437, H15 1.078
3 C 2.841 0.421 0.035  C1 1.425, C8 1.349, H16 1.079
4 C -0.659 1.353 -0.159  C7 1.319, H17 1.063
5 C -0.817 -1.499 0.599  C6 1.356, N12 1.458, H18 1.077
6 C 0.325 -0.842 0.277  C2 1.437, C5 1.356, C7 1.477
7 C 0.413 0.617 0.063  C4 1.319, C6 1.477, C8 1.477
8 C 1.759 1.226 0.040  C3 1.349, C7 1.477, C10 1.490
9 C -2.871 -0.462 -0.337  N11 1.377, N12 1.507, Br13 1.902
10 C 1.858 2.710 -0.041  C8 1.490, H19 1.086, H20 1.088, H21 1.091
11 N -3.006 -1.484 -1.251  C9 1.377, H22 1.011, H23 1.012
12 N -2.098 -0.868 0.891  C5 1.458, C9 1.507, H24 1.032, H25 1.036
13 Br -4.434 0.535 0.088  C9 1.902
14 H 3.640 -1.585 0.000  C1 1.078
15 H 1.456 -2.682 0.189  C2 1.078
16 H 3.826 0.859 -0.019  C3 1.079
17 H -0.941 2.344 -0.420  C4 1.063
18 H -0.817 -2.571 0.703  C5 1.077
19 H 2.898 3.023 -0.045  C10 1.086
20 H 1.352 3.179 0.801  C10 1.088
21 H 1.389 3.067 -0.958  C10 1.091
22 H -3.657 -1.309 -2.004  N11 1.011
23 H -2.148 -1.933 -1.545  N11 1.012
24 H -2.646 -1.509 1.487  N12 1.032
25 H -1.933 0.018 1.401  N12 1.036

Values from the calculation:
Total charge: +1
Energy relative to the best compared isomer or geometry (same formula, charge and spin) (eV): 5.3716
HOMO energy (spin up / spin down) (eV): -11.43 / -11.44
Maximum force (eV/Å): 3.2
Total energy (eV): -83575.37034

Q: Which of these has the lowest maximum force?
A: C10H12BrN2

Q: Among the records above, which one has the lowest maximum force?
A: C10H12BrN2